Entry 1:
Density functional theory data (wB97M-V/def2-TZVPD) for a structure of composition C24H32BF4N3ORuSb2.

The geometry in XYZ format:
```
68
Properties=species:S:1:pos:R:3
Sb 2.497 0.565 0.767
Sb -0.580 1.184 -1.123
Ru 0.045 -1.193 0.359
F 1.692 -2.433 1.720
F 2.760 -4.158 0.614
F 3.734 -2.056 0.718
F 1.843 -2.375 -0.546
O -1.322 -1.406 -1.424
N -0.926 -3.198 0.851
N -0.843 -0.053 2.146
N -1.555 -5.198 0.244
C -2.644 -3.360 -0.968
C 2.906 4.967 -2.213
C 1.236 3.756 -0.935
C -0.178 3.333 -0.789
C 1.874 2.695 1.252
C -4.692 -3.659 -2.225
C -2.394 -0.400 4.195
C 3.810 4.831 -1.167
C 3.277 0.799 -1.220
C 1.634 4.439 -2.086
C -3.816 -4.071 -1.244
C -0.253 -4.128 1.620
C -3.235 -1.814 -2.727
C 2.179 3.539 0.088
C -0.252 1.239 -3.242
C -2.714 1.413 -1.081
C -0.637 -5.374 1.249
C -2.354 -2.168 -1.679
C 3.450 4.112 -0.044
C -4.381 -2.529 -2.982
C 4.422 0.796 1.710
C -2.140 0.724 5.216
C -1.711 -3.874 0.016
C -1.537 -0.247 3.042
B 2.575 -2.822 0.631
H 2.495 2.909 2.119
H -1.115 0.687 5.581
H -0.579 3.535 0.205
H -1.041 1.832 -3.701
H 4.728 1.829 1.564
H -3.152 0.664 -1.734
H 4.156 3.995 0.770
H 4.374 0.564 2.771
H -0.808 3.818 -1.534
H 3.950 -0.041 -1.375
H -3.079 1.259 -0.067
H -5.607 -4.206 -2.402
H -0.271 0.221 -3.625
H 0.454 -3.842 2.377
H 0.825 2.645 1.536
H -2.196 -1.375 4.644
H -1.968 -5.929 -0.309
H -0.327 -6.340 1.602
H -3.432 -0.391 3.859
H -2.976 2.412 -1.423
H 2.482 0.769 -1.963
H 3.191 5.496 -3.113
H 0.915 4.573 -2.886
H -4.061 -4.944 -0.650
H 3.821 1.740 -1.280
H -2.975 -0.948 -3.323
H 4.788 5.288 -1.229
H -2.813 0.598 6.060
H -2.321 1.701 4.772
H 0.717 1.695 -3.437
H -5.055 -2.209 -3.765
H 5.110 0.116 1.216
```

## Properties
E_HOMO (spin up / spin down) = -10.52 / -10.41 eV
⟨S²⟩ = 8.769
LUMO level (spin up / spin down) = -0.0802 / -0.1843 Ha
HOMO-LUMO gap (spin up / spin down) = 0.306 / 0.198 Eh
Charge = +1
Spin multiplicity = 6

List of Löwdin charges in e, atom by atom:
1 Sb 1.40
2 Sb 1.36
3 Ru 1.24
4 F -0.05
5 F 0.21
6 F 0.10
7 F -0.02
8 O -0.33
9 N 0.00
10 N 0.08
11 N 0.13
12 C -0.10
13 C -0.07
14 C -0.30
15 C -0.29
16 C -0.27
17 C -0.08
18 C -0.19
19 C -0.07
20 C -0.26
21 C -0.05
22 C -0.04
23 C -0.13
24 C -0.02
25 C -0.32
26 C -0.26
27 C -0.26
28 C -0.04
29 C -0.36
30 C -0.06
31 C -0.07
32 C -0.26
33 C -0.07
34 C -0.26
35 C -0.15
36 B -1.28
37 H 0.06
38 H 0.09
39 H 0.06
40 H 0.02
41 H 0.00
42 H -0.01
43 H 0.11
44 H 0.02
45 H 0.07
46 H 0.02
47 H 0.01
48 H 0.11
49 H 0.01
50 H 0.11
51 H 0.03
52 H 0.13
53 H 0.17
54 H 0.13
55 H 0.13
56 H 0.02
57 H -0.01
58 H 0.11
59 H 0.11
60 H 0.11
61 H 0.02
62 H 0.11
63 H 0.11
64 H 0.09
65 H 0.08
66 H 0.00
67 H 0.11
68 H 0.02

Entry 2:
Density functional theory data (wB97M-V/def2-TZVPD) for the ion C4H10NO2 with charge -1.

The geometry in XYZ format:
```
17
Properties=species:S:1:pos:R:3
O 1.675 -0.741 -2.171
O 1.311 -0.212 1.366
N -0.425 0.103 -1.473
C 0.089 -0.085 1.918
C -1.001 0.620 -0.246
C 1.003 0.359 -1.523
C -1.036 -0.402 0.928
H -2.002 -0.338 1.436
H -2.013 1.030 -0.375
H -0.168 0.939 2.320
H 1.366 0.420 -0.499
H -0.862 -1.400 0.520
H 1.865 -1.357 -1.449
H -0.558 -0.890 -1.567
H 1.231 1.220 -2.135
H -0.050 -0.699 2.853
H -0.426 1.433 0.096
```

## Properties
Structure (SMILES) = [O-]CCCNCO
E_HOMO = -2.74 eV
LUMO level = 0.1556 Ha
HOMO-LUMO gap = 0.256 Eh
Charge = -1

List of Löwdin charges in e, atom by atom:
1 O -0.09
2 O -0.34
3 N -0.06
4 C -0.56
5 C -0.25
6 C -0.31
7 C -0.21
8 H 0.08
9 H 0.09
10 H 0.08
11 H 0.07
12 H 0.09
13 H 0.07
14 H 0.08
15 H 0.10
16 H 0.07
17 H 0.08

Entry 3:
Density functional theory data (wB97M-V/def2-TZVPD) for a structure of composition C13H37HgO9S6.

The geometry in XYZ format:
```
66
Properties=species:S:1:pos:R:3
Hg -5.036 -4.971 18.347
S -4.588 -7.205 21.134
S -5.916 -3.103 21.359
S -8.259 -6.457 19.326
S -8.361 -3.251 17.689
S -4.301 -4.112 15.259
S -1.583 -3.567 18.590
O -5.675 -7.367 17.318
O -6.919 -3.252 18.072
O -3.006 -3.928 18.349
O -5.223 -3.489 20.113
O -3.557 -6.688 17.390
O -4.093 -8.662 16.424
O -5.518 -4.655 15.979
O -4.249 -6.007 20.304
O -6.925 -5.811 19.455
C -8.399 -2.552 16.039
C -3.245 -7.220 22.354
C -4.671 -3.068 22.645
C -6.136 -1.326 21.245
C -4.933 -2.788 14.210
C -4.019 -8.612 20.189
C -4.448 -7.510 17.098
C -9.249 -1.921 18.529
C -0.608 -4.536 17.418
C -7.951 -8.226 19.433
C -4.127 -5.304 13.922
C -1.266 -4.549 20.067
C -9.007 -6.328 20.953
H -3.797 -2.537 22.269
H -5.169 -2.654 23.526
H -7.639 -2.973 15.389
H -1.858 -5.466 20.049
H -3.041 -6.186 22.623
H -8.162 -6.405 21.641
H -9.052 -0.954 18.059
H -3.765 -9.478 20.801
H -5.122 -5.443 13.503
H -3.456 -4.907 13.159
H -10.294 -2.183 18.366
H -6.703 -0.972 22.103
H 0.405 -4.710 17.762
H -0.233 -4.814 20.275
H -4.305 -4.044 22.967
H -5.249 -1.903 14.749
H -7.230 -8.469 18.652
H -5.754 -3.229 13.641
H -3.222 -8.342 19.494
H -7.571 -8.493 20.417
H -5.158 -0.833 21.271
H -4.144 -2.576 13.485
H -4.994 -8.985 16.316
H -8.887 -8.724 19.178
H -9.453 -5.341 21.102
H -9.372 -2.775 15.596
H -1.179 -5.462 17.294
H -0.700 -4.021 16.463
H -1.789 -3.945 20.812
H -3.472 -7.778 23.262
H -3.742 -6.236 14.326
H -4.843 -8.949 19.552
H -9.813 -7.020 21.188
H -2.382 -7.675 21.871
H -6.508 -1.092 20.251
H -8.967 -1.787 19.570
H -8.261 -1.473 16.106
```

## Properties
E_HOMO = -11.15 eV
LUMO level = -0.0627 Ha
HOMO-LUMO gap = 0.347 Eh
Charge = +1

List of Löwdin charges in e, atom by atom:
1 Hg 1.18
2 S 0.88
3 S 0.85
4 S 0.86
5 S 0.85
6 S 0.87
7 S 0.89
8 O -0.07
9 O -0.60
10 O -0.64
11 O -0.62
12 O -0.07
13 O 0.08
14 O -0.58
15 O -0.62
16 O -0.63
17 C -0.24
18 C -0.23
19 C -0.24
20 C -0.24
21 C -0.25
22 C -0.24
23 C -0.83
24 C -0.24
25 C -0.23
26 C -0.24
27 C -0.22
28 C -0.24
29 C -0.25
30 H 0.06
31 H 0.06
32 H 0.03
33 H 0.04
34 H 0.04
35 H 0.06
36 H 0.05
37 H 0.07
38 H 0.07
39 H 0.06
40 H 0.06
41 H 0.06
42 H 0.06
43 H 0.06
44 H 0.04
45 H 0.06
46 H 0.03
47 H 0.06
48 H 0.07
49 H 0.05
50 H 0.06
51 H 0.06
52 H 0.10
53 H 0.06
54 H 0.05
55 H 0.06
56 H 0.05
57 H 0.05
58 H 0.04
59 H 0.06
60 H 0.06
61 H 0.05
62 H 0.06
63 H 0.06
64 H 0.05
65 H 0.05
66 H 0.06

Entry 4:
Density functional theory data (wB97M-V/def2-TZVPD) for the molecule C17H20N4O3.

The geometry in XYZ format:
```
44
Properties=species:S:1:pos:R:3
O 1.284 -3.722 -0.661
O 1.291 1.268 0.232
O -0.235 4.407 0.297
N -2.182 5.149 1.017
N -3.258 -1.146 1.304
N -1.707 6.500 1.062
N -3.107 2.545 1.242
C -1.672 0.239 0.573
C -0.876 -3.886 0.295
C 3.190 -3.926 -2.062
C -1.370 4.080 0.634
C 4.530 -3.364 -2.460
C 1.850 2.403 0.909
C -2.029 -3.358 0.864
C -2.221 -1.981 0.872
C 0.151 -3.078 -0.188
C -2.907 0.190 1.181
C -0.021 -1.684 -0.103
C -1.149 1.526 0.244
C 0.126 1.603 -0.546
C -3.610 1.326 1.447
C -1.219 -1.140 0.403
C -1.913 2.678 0.639
C 2.379 -2.991 -1.177
H 2.067 3.230 0.164
H 1.148 2.765 1.621
H -0.719 -4.935 0.265
H 2.741 2.146 1.460
H 4.468 -2.316 -2.796
H -2.782 -4.001 1.232
H 2.017 -2.109 -1.707
H 5.259 -3.451 -1.630
H 3.414 -4.849 -1.519
H -0.687 6.540 1.103
H -4.552 1.217 1.911
H -3.111 4.866 1.340
H 2.563 -4.157 -2.936
H -4.124 -1.544 1.649
H 0.018 0.888 -1.369
H 2.974 -2.607 -0.331
H 0.765 -1.032 -0.412
H 0.288 2.577 -1.040
H 4.932 -3.909 -3.274
H -2.005 7.039 0.250
```

## Properties
Structure (SMILES) = CCCOc1ccc2[nH]c3cnc(C(=O)NN)c(COC)c3c2c1
E_HOMO = -7.95 eV
LUMO level = 0.0066 Ha
HOMO-LUMO gap = 0.299 Eh

List of Löwdin charges in e, atom by atom:
1 O -0.06
2 O -0.18
3 O 0.01
4 N -0.02
5 N 0.13
6 N 0.03
7 N 0.11
8 C -0.03
9 C 0.00
10 C -0.24
11 C -0.39
12 C -0.12
13 C -0.09
14 C 0.00
15 C -0.19
16 C -0.23
17 C -0.19
18 C 0.07
19 C -0.02
20 C -0.16
21 C -0.06
22 C -0.08
23 C -0.13
24 C -0.22
25 H 0.11
26 H 0.06
27 H 0.11
28 H 0.08
29 H 0.08
30 H 0.10
31 H 0.12
32 H 0.09
33 H 0.12
34 H 0.08
35 H 0.10
36 H 0.12
37 H 0.12
38 H 0.16
39 H 0.13
40 H 0.14
41 H 0.08
42 H 0.12
43 H 0.05
44 H 0.08

Entry 5:
Density functional theory data (wB97M-V/def2-TZVPD) for the molecule C3H2O5.

The geometry in XYZ format:
```
10
Properties=species:S:1:pos:R:3
O 1.508 -1.034 0.324
O -1.549 -0.212 -1.189
O 1.269 1.238 0.391
O -2.746 -0.889 0.778
O 0.191 2.084 0.137
C 0.940 0.061 -0.268
C -1.870 -0.485 0.128
C -0.614 0.035 -0.223
H 1.207 0.058 -1.339
H 1.664 -0.855 1.262
```

## Properties
E_HOMO (spin up / spin down) = -9.22 / -9.22 eV
LUMO level (spin up / spin down) = -0.0753 / -0.0753 Ha
HOMO-LUMO gap (spin up / spin down) = 0.263 / 0.263 Eh

List of Löwdin charges in e, atom by atom:
1 O 0.06
2 O 0.26
3 O -0.14
4 O 0.24
5 O -0.10
6 C -0.40
7 C -0.33
8 C 0.10
9 H 0.18
10 H 0.13

Entry 6:
Density functional theory data (wB97M-V/def2-TZVPD) for the molecule C4H2F2O.

The geometry in XYZ format:
```
9
Properties=species:S:1:pos:R:3
F 3.146 -0.203 -0.079
F -1.661 2.415 0.154
O 1.123 -0.646 -0.381
C -0.909 1.531 -0.425
C -0.177 -0.882 -0.102
C 1.952 -0.372 0.537
C -0.976 0.175 -0.075
H -1.973 -0.108 0.187
H -0.525 -1.910 0.183
```

## Properties
E_HOMO (spin up / spin down) = -9.19 / -8.80 eV
LUMO level (spin up / spin down) = -0.0446 / -0.0416 Ha
HOMO-LUMO gap (spin up / spin down) = 0.293 / 0.282 Eh

List of Löwdin charges in e, atom by atom:
1 F 0.02
2 F 0.06
3 O -0.01
4 C -0.04
5 C -0.12
6 C -0.07
7 C -0.11
8 H 0.11
9 H 0.16